1.
A structure of composition CGaO3 at a distorted geometry, computed with ωB97M-V/def2-TZVPD.

Output
**Relative energy (zero: lowest compared OMol25 entry of this formula, charge and spin)**: 0.0 kcal per mole
**Total charge**: +1
**Frontier orbital gap**: 8.887 eV
**Highest occupied orbital energy**: -16.01 eV
**M**: 129.731 g/mol
**E_LUMO**: -7.1224 eV

Structure (XYZ):
```
5
CGaO3 ωB97M-V/def2-TZVPD
O 0.25194 -0.20582 -0.22159
C 1.14938 -0.20102 -0.96778
O 2.04471 -0.23274 -1.68122
O -2.31288 0.60639 1.94360
Ga -1.13315 0.03319 0.92699
```

Table of Mulliken atomic charges, one value per atom, all in e: atom 1 (O): -0.24, atom 2 (C): 0.85, atom 3 (O): -0.13, atom 4 (O): -0.29, atom 5 (Ga): 0.81



2.
A cluster of 3 separate species, CH10N2O2 in total at a distorted geometry, computed with ωB97M-V/def2-TZVPD.

Output
**Relative energy (zero: lowest compared OMol25 entry of this formula, charge and spin)**: 11.8 kcal per mole
**Total charge**: 0
**Frontier orbital gap**: 10.371 eV
**Highest occupied orbital energy**: -9.54 eV
**M**: 82.103 g/mol
**SMILES string**: NCN.O.O
**E_LUMO**: 0.8353 eV

Structure (XYZ):
```
15
CH10N2O2 ωB97M-V/def2-TZVPD
N 0.67664 1.77249 1.15321
C 0.48559 0.31004 1.05921
N 0.28385 -0.11595 -0.31183
H 1.20720 2.11448 0.36216
H -0.21829 2.24168 1.13327
H 1.35276 -0.14351 1.53844
H -0.38724 0.10268 1.68620
H -0.14265 -1.03408 -0.35056
H -0.35012 0.54563 -0.73966
O 5.36774 -0.22806 -0.44741
H 5.88393 -0.16262 0.36204
H 4.44743 -0.10711 -0.17945
O -6.04108 -1.47484 -1.55612
H -5.87692 -2.41668 -1.44632
H -6.68885 -1.40414 -2.26317
```

Here are the natural (NBO) charges for atoms 1 to 6, given in e: atom 1 (N): -0.84, atom 2 (C): -0.05, atom 3 (N): -0.85, atom 4 (H): 0.35, atom 5 (H): 0.35, atom 6 (H): 0.17



3.
A cluster of 4 separate species, CH10N2O3 in total, computed with ωB97M-V/def2-TZVPD.

Output
**Relative energy (zero: lowest compared OMol25 entry of this formula, charge and spin)**: 12.4 kcal per mole
**Total charge**: 0
**Frontier orbital gap**: 10.416 eV
**Highest occupied orbital energy**: -9.82 eV
**M**: 98.102 g/mol
**SMILES string**: [H]/N=C/N.O.O.O
**E_LUMO**: 0.5914 eV

Structure (XYZ):
```
16
CH10N2O3 ωB97M-V/def2-TZVPD
H -3.49906 0.89211 0.19762
N -2.58257 0.61584 -0.14573
C -1.62642 0.61986 0.67897
N -0.34092 0.38767 0.25904
H -1.67221 0.88424 1.73861
H 0.26772 -0.14512 0.88170
H -0.28051 0.07248 -0.70398
O 3.03615 0.37865 -0.45129
H 2.72419 -0.34040 -1.00878
H 2.59998 1.21021 -0.66850
O -1.54739 -0.23425 -2.66059
H -2.07646 -0.11387 -1.84473
H -1.85379 0.44747 -3.26411
O 2.10524 -1.52274 2.64861
H 2.18649 -2.34041 2.15534
H 2.55956 -0.81174 2.18782
```

Here are the natural (NBO) charges for atoms 1 to 6, given in e: atom 1 (H): 0.36, atom 2 (N): -0.77, atom 3 (C): 0.31, atom 4 (N): -0.83, atom 5 (H): 0.16, atom 6 (H): 0.40



4.
A cluster of 4 separate species, CH10N2O3 in total at a distorted geometry, computed with ωB97M-V/def2-TZVPD.

Output
**Relative energy (zero: lowest compared OMol25 entry of this formula, charge and spin)**: 7.8 kcal per mole
**Total charge**: 0
**Frontier orbital gap**: 10.101 eV
**Highest occupied orbital energy**: -9.34 eV
**M**: 98.102 g/mol
**SMILES string**: [H]/N=C/N.O.O.O
**E_LUMO**: 0.7630 eV

Structure (XYZ):
```
16
CH10N2O3 ωB97M-V/def2-TZVPD
H -2.49117 1.82006 0.52696
N -1.96504 0.98728 0.32384
C -1.15022 0.47663 1.14771
N -0.63683 -0.77466 1.00107
H -0.83570 0.94568 2.08523
H 0.33367 -0.93723 1.24217
H -1.05444 -1.38912 0.32377
O 1.42944 0.14778 -0.86831
H 0.57655 0.22224 -1.36614
H 2.00337 0.79558 -1.29298
O -0.77637 0.28933 -2.40668
H -1.46521 0.47408 -1.74206
H -0.90112 -0.62913 -2.67420
O 2.31104 -0.88929 1.43335
H 2.58784 -1.62825 0.87908
H 2.17525 -0.20358 0.74175
```

Here are the natural (NBO) charges for atoms 1 to 6, given in e: atom 1 (H): 0.36, atom 2 (N): -0.81, atom 3 (C): 0.31, atom 4 (N): -0.83, atom 5 (H): 0.15, atom 6 (H): 0.43



5.
A cluster of 4 separate species, CH10N2O4 in total at a distorted geometry, computed with ωB97M-V/def2-TZVPD.

Output
**Relative energy (zero: lowest compared OMol25 entry of this formula, charge and spin)**: 21.2 kcal per mole
**Total charge**: 0
**Frontier orbital gap**: 10.833 eV
**Highest occupied orbital energy**: -10.41 eV
**M**: 114.101 g/mol
**SMILES string**: NC(N)=O.O.O.O
**E_LUMO**: 0.4188 eV

Structure (XYZ):
```
17
CH10N2O4 ωB97M-V/def2-TZVPD
N 0.03998 1.59975 2.49957
C -0.77616 0.52012 2.10941
N -2.10661 0.75497 2.07363
O -0.29809 -0.55292 1.78522
H -0.25869 1.97581 3.39560
H 0.94896 1.19116 2.62095
H -2.68159 0.13576 1.52793
H -2.44467 1.65501 2.32155
O 0.46877 -0.32229 -2.93315
H -0.47340 -0.21321 -2.99141
H 0.73269 0.41720 -2.38981
O 2.28224 -1.33055 2.91391
H 1.99877 -0.84292 2.11175
H 1.56575 -1.95614 2.93062
O 0.29533 -0.62377 -6.07939
H 0.66077 -1.34078 -6.61317
H 0.04595 -1.06721 -5.28323
```

Here are the natural (NBO) charges for atoms 1 to 6, given in e: atom 1 (N): -0.85, atom 2 (C): 0.78, atom 3 (N): -0.83, atom 4 (O): -0.67, atom 5 (H): 0.38, atom 6 (H): 0.39



6.
A cluster of 3 separate species, CH10N3O2 in total at a distorted geometry, computed with ωB97M-V/def2-TZVPD.

Output
**Relative energy (zero: lowest compared OMol25 entry of this formula, charge and spin)**: 18.0 kcal per mole
**Total charge**: +1
**Frontier orbital gap**: 11.893 eV
**Highest occupied orbital energy**: -14.92 eV
**M**: 96.110 g/mol
**E_LUMO**: -3.0231 eV

Structure (XYZ):
```
16
CH10N3O2 ωB97M-V/def2-TZVPD
N 1.09509 0.97975 0.90034
C 1.69162 0.22760 -0.00320
N 0.99608 -0.74048 -0.62992
N 2.97516 0.40429 -0.32306
H 0.08905 0.88003 0.99728
H 1.57008 1.50627 1.61363
H 1.36995 -1.20240 -1.43722
H 0.20181 -1.07444 -0.10865
H 3.61055 0.96178 0.22278
H 3.36825 0.03645 -1.17207
H -2.58765 0.87056 0.22904
H -1.80720 1.00066 -1.08136
O -1.80927 1.28304 -0.16231
H -3.51164 -1.56384 1.06111
H -4.01150 -2.02727 -0.22010
O -3.24038 -1.54200 0.11371
```

Here are the natural (NBO) charges for atoms 1 to 6, given in e: atom 1 (N): -0.75, atom 2 (C): 0.68, atom 3 (N): -0.77, atom 4 (N): -0.77, atom 5 (H): 0.45, atom 6 (H): 0.43



7.
A cluster of 3 separate species, CH10N5 in total at a distorted geometry, computed with ωB97M-V/def2-TZVPD.

Output
**Expectation value of S²**: 2.0134
**Relative energy (zero: lowest compared OMol25 entry of this formula, charge and spin)**: 27.4 kcal per mole
**Total charge**: +1
**2S+1**: 3
**Frontier orbital gap (alpha / beta)**: 5.313 / 6.650 eV
**Highest occupied orbital energy (alpha / beta)**: -8.24 / -13.35 eV
**M**: 92.126 g/mol
**E_LUMO (alpha / beta)**: -2.9254 / -6.7023 eV

Structure (XYZ):
```
16
CH10N5 ωB97M-V/def2-TZVPD
C 1.92290 0.23187 0.24220
N -0.71956 -1.67368 -0.36342
N -2.50432 0.02331 0.59741
N 1.86025 -1.03596 0.40410
N 1.73623 1.43009 0.15925
N 1.65461 2.46401 -0.74270
H 0.17501 -1.52821 0.23445
H -1.74893 -1.07017 0.02819
H -0.98062 -2.60570 -0.35284
H -0.43298 -1.27933 -1.30221
H -3.29303 0.10071 -0.07925
H -2.80352 0.02651 1.58671
H 2.69302 -1.54649 0.77593
H 2.34616 2.22365 -1.48985
H -1.91717 0.88043 0.57526
H 2.01195 3.35896 -0.27324
```

Here are the natural (NBO) charges for atoms 1 to 6, given in e: atom 1 (C): 0.34, atom 2 (N): -0.98, atom 3 (N): -1.04, atom 4 (N): -0.77, atom 5 (N): -0.21, atom 6 (N): -0.50



8.
A cluster of 3 separate species, CH10NO2 in total at a distorted geometry, computed with ωB97M-V/def2-TZVPD.

Output
**Expectation value of S²**: 0.7557
**Relative energy (zero: lowest compared OMol25 entry of this formula, charge and spin)**: 22.0 kcal per mole
**Total charge**: +2
**2S+1**: 2
**Frontier orbital gap (alpha / beta)**: 12.267 / 4.152 eV
**Highest occupied orbital energy (alpha / beta)**: -20.44 / -20.37 eV
**M**: 68.096 g/mol
**E_LUMO (alpha / beta)**: -8.1777 / -16.2147 eV

Structure (XYZ):
```
14
CH10NO2 ωB97M-V/def2-TZVPD
C -0.33316 -1.50162 -0.12122
N -0.18587 -0.47605 1.07231
H -1.09118 -1.23367 -0.82495
H 0.79090 -1.54523 -0.54979
H -0.47867 -2.52123 0.02697
H -1.05188 -0.64011 1.70058
H -0.22834 0.57834 0.79926
H 0.55446 -0.76046 1.58137
H 1.72036 -0.33430 -2.40613
H 1.85606 0.82188 -1.50281
O 1.24627 0.13285 -1.72675
H -0.20507 2.79473 0.90191
H -1.75420 2.49584 0.62921
O -0.83967 2.18903 0.42005
```

Here are the natural (NBO) charges for atoms 1 to 6, given in e: atom 1 (C): -0.32, atom 2 (N): -0.71, atom 3 (H): 0.27, atom 4 (H): 0.27, atom 5 (H): 0.30, atom 6 (H): 0.48



9.
A cluster of 4 separate species, CH10NO4 in total at a distorted geometry, computed with ωB97M-V/def2-TZVPD.

Output
**Relative energy (zero: lowest compared OMol25 entry of this formula, charge and spin)**: 23.4 kcal per mole
**Total charge**: -1
**Frontier orbital gap**: 8.204 eV
**Highest occupied orbital energy**: -4.28 eV
**M**: 100.094 g/mol
**E_LUMO**: 3.9225 eV

Structure (XYZ):
```
16
CH10NO4 ωB97M-V/def2-TZVPD
N -1.06805 2.23826 1.19636
C -0.45360 0.95309 1.59736
O 0.32403 0.39655 0.52381
H -0.26748 2.86097 1.25475
H -1.48581 2.18508 0.28422
H 0.22219 1.16877 2.42926
H -1.14972 0.13975 1.85526
H 0.55005 -0.54587 -2.42172
H 1.22676 -0.30465 -3.80610
O 0.43417 -0.14334 -3.29323
H 1.12204 -0.67482 0.20920
H 1.59150 -2.22908 -0.17749
O 1.91264 -1.32450 -0.15742
H -0.74908 -0.86070 0.28949
H -0.76851 -2.23680 -0.05833
O -1.44114 -1.62272 0.27458
```

Here are the natural (NBO) charges for atoms 1 to 6, given in e: atom 1 (N): -0.88, atom 2 (C): 0.09, atom 3 (O): -0.97, atom 4 (H): 0.35, atom 5 (H): 0.36, atom 6 (H): 0.12



10.
A structure of composition CH10NO4 at a distorted geometry, computed with ωB97M-V/def2-TZVPD.

Output
**Relative energy (zero: lowest compared OMol25 entry of this formula, charge and spin)**: 29.7 kcal per mole
**Total charge**: -1
**Frontier orbital gap**: 7.503 eV
**Highest occupied orbital energy**: -3.85 eV
**M**: 100.094 g/mol
**E_LUMO**: 3.6508 eV

Structure (XYZ):
```
16
CH10NO4 ωB97M-V/def2-TZVPD
N 1.23099 1.08940 1.47603
C 1.12025 0.28742 0.22549
O 0.89233 1.04482 -0.89218
H 1.97822 1.78057 1.47729
H 0.33286 1.48957 1.69678
H 2.13543 -0.16234 0.15513
H 0.34046 -0.47422 0.33726
H -0.97052 -0.51255 -3.07144
H -1.25675 0.59263 -3.93866
O -0.75142 -0.19774 -3.96579
H -0.88327 -2.22702 3.18228
H 0.23198 -3.04304 3.56901
O -0.74524 -3.02840 3.69388
H -0.40362 1.06762 -1.02654
H -1.72295 1.20941 -1.91387
O -1.52876 1.08388 -1.00468
```

Here are the natural (NBO) charges for atoms 1 to 6, given in e: atom 1 (N): -0.92, atom 2 (C): 0.11, atom 3 (O): -0.89, atom 4 (H): 0.35, atom 5 (H): 0.35, atom 6 (H): 0.10



11.
A cluster of 4 separate species, CH10NO4 in total at a distorted geometry, computed with ωB97M-V/def2-TZVPD.

Output
**Expectation value of S²**: 0.7534
**Relative energy (zero: lowest compared OMol25 entry of this formula, charge and spin)**: 26.0 kcal per mole
**Total charge**: 0
**2S+1**: 2
**Frontier orbital gap (alpha / beta)**: 10.299 / 5.952 eV
**Highest occupied orbital energy (alpha / beta)**: -10.35 / -10.34 eV
**M**: 100.094 g/mol
**E_LUMO (alpha / beta)**: -0.0546 / -4.3900 eV

Structure (XYZ):
```
16
CH10NO4 ωB97M-V/def2-TZVPD
N -0.53151 -2.24924 -1.45353
C -0.41828 -0.99224 -2.20838
O -1.06883 0.18112 -1.78861
H -0.04380 -2.18011 -0.54667
H -1.49619 -2.31552 -1.02434
H 0.65999 -0.76292 -2.26832
H -0.81890 -1.34953 -3.14869
H -1.07559 0.39614 1.07751
H -0.73095 0.48793 -0.93725
O -0.14397 0.64857 0.90512
H -0.66244 2.84511 3.19605
H -0.02499 2.30023 1.93458
O 0.01305 3.05503 2.53963
H 1.27417 -0.43068 0.89451
H 1.86019 -1.47904 1.88191
O 2.08976 -0.88615 1.16090
```

Here are the natural (NBO) charges for atoms 1 to 6, given in e: atom 1 (N): -0.83, atom 2 (C): 0.07, atom 3 (O): -0.71, atom 4 (H): 0.34, atom 5 (H): 0.34, atom 6 (H): 0.16



12.
A cluster of 5 separate species, CH10NO6 in total at a distorted geometry, computed with ωB97M-V/def2-TZVPD.

Output
**Relative energy (zero: lowest compared OMol25 entry of this formula, charge and spin)**: 10.9 kcal per mole
**Total charge**: -1
**Frontier orbital gap**: 9.141 eV
**Highest occupied orbital energy**: -5.48 eV
**M**: 132.092 g/mol
**E_LUMO**: 3.6658 eV

Structure (XYZ):
```
18
CH10NO6 ωB97M-V/def2-TZVPD
N 0.68037 2.05897 0.87593
C -0.25960 1.13910 0.47521
O -1.09994 0.77351 1.35847
O -0.34168 0.79496 -0.72992
H 1.03007 1.90870 1.80874
H 1.28171 2.47016 0.15738
H -0.37696 -0.31032 -2.27549
H 0.77319 -1.29182 -2.22724
O -0.03994 -1.10653 -2.72906
H -0.06432 -1.98985 1.86389
H 0.94844 -0.93489 2.14645
O 0.89119 -1.87988 2.00465
H 1.38551 0.65406 -1.19383
H 2.00984 0.64346 -2.55144
O 2.22761 0.45685 -1.64132
H -1.99778 -0.80024 1.24784
H -2.11452 -1.36246 -0.10775
O -2.41374 -1.55154 0.78976
```

Here are the natural (NBO) charges for atoms 1 to 6, given in e: atom 1 (N): -0.89, atom 2 (C): 0.87, atom 3 (O): -0.82, atom 4 (O): -0.84, atom 5 (H): 0.38, atom 6 (H): 0.38



13.
A structure of composition CH10NORu at a distorted geometry, computed with ωB97M-V/def2-TZVPD.

Output
**Expectation value of S²**: 6.0116
**Relative energy (zero: lowest compared OMol25 entry of this formula, charge and spin)**: 39.0 kcal per mole
**Total charge**: +1
**2S+1**: 5
**Frontier orbital gap (alpha / beta)**: 6.391 / 8.622 eV
**Highest occupied orbital energy (alpha / beta)**: -10.18 / -15.08 eV
**M**: 153.167 g/mol
**E_LUMO (alpha / beta)**: -3.7864 / -6.4573 eV

Structure (XYZ):
```
14
CH10NORu ωB97M-V/def2-TZVPD
C 0.39738 0.78363 -1.83529
Ru -0.37632 -0.17000 -0.22291
N -0.34048 -1.37739 1.51138
H -0.52319 -1.77931 -0.58735
H 0.59211 -1.31411 1.90154
H -1.01633 -0.79942 -1.42175
H 0.39844 0.28057 -2.86739
H 1.44124 1.10127 -1.65173
H -0.26920 1.68045 -2.01511
H -1.07483 -1.01764 2.16625
H -0.56411 -2.33768 1.29673
O 0.23127 1.33435 1.27707
H 1.20918 1.36632 1.32781
H -0.10515 2.24897 1.12075
```

Here are the natural (NBO) charges for atoms 1 to 6, given in e: atom 1 (C): -1.05, atom 2 (Ru): 1.08, atom 3 (N): -1.07, atom 4 (H): -0.17, atom 5 (H): 0.41, atom 6 (H): 0.11



14.
A cluster of 2 separate species, CH10NSi2 in total at a distorted geometry, computed with ωB97M-V/def2-TZVPD.

Output
**Relative energy (zero: lowest compared OMol25 entry of this formula, charge and spin)**: 0.0 kcal per mole
**Total charge**: +1
**Frontier orbital gap**: 10.317 eV
**Highest occupied orbital energy**: -15.10 eV
**M**: 92.270 g/mol
**E_LUMO**: -4.7789 eV

Structure (XYZ):
```
14
CH10NSi2 ωB97M-V/def2-TZVPD
C -1.35160 0.11055 -0.92367
N 1.71254 -1.30075 0.96686
Si -0.33135 1.74917 -1.24193
Si -0.71162 -0.80545 0.62447
H -2.36291 0.33720 -0.77336
H 2.09550 -0.35692 1.06327
H 2.31430 -1.80494 0.42153
H 1.41699 -1.47642 1.84325
H 1.14985 1.21174 -1.41549
H -1.00785 2.18036 -2.50582
H -0.55951 2.46790 -0.06372
H -0.68323 -2.26486 1.11643
H -0.74124 0.03623 1.85534
H -1.10598 -0.26382 -1.88319
```

Here are the natural (NBO) charges for atoms 1 to 6, given in e: atom 1 (C): -1.29, atom 2 (N): -0.99, atom 3 (Si): 0.87, atom 4 (Si): 1.29, atom 5 (H): 0.29, atom 6 (H): 0.40